A molecular structure, C28H32AsCl3F6N4O7Ru at a distorted geometry. Source: the Open Molecules 2025 dataset; level of theory: ωB97M-V/def2-TZVPD.

```
! wB97M-V def2-TZVPD RIJCOSX def2/J DEFGRID3
* xyz 0 5
Ru -0.768 -1.134 0.473
C -1.813 -3.283 3.968
C -1.085 -2.581 2.888
N -1.708 -1.975 1.845
O -3.006 -1.913 1.917
C 0.327 -2.404 2.809
C 1.393 -3.012 3.655
N 0.664 -1.675 1.718
O 1.882 -1.366 1.573
H -2.827 -3.462 3.613
H -1.862 -2.664 4.853
H -1.347 -4.251 4.185
H -3.308 -0.734 2.112
H 1.132 -3.000 4.709
H 2.306 -2.438 3.503
H 1.641 -4.031 3.366
Cl -6.701 -0.871 -3.772
C -5.260 -0.569 -2.883
C -4.509 -1.640 -2.392
C -3.360 -1.371 -1.665
Cl -2.360 -2.633 -1.074
C -2.893 -0.053 -1.402
O -1.803 0.186 -0.754
C -3.677 1.034 -1.929
Cl -3.202 2.660 -1.731
C -4.829 0.753 -2.627
H -4.836 -2.657 -2.632
H -5.476 1.554 -3.006
C 4.218 1.491 -6.024
C 3.559 0.950 -4.781
C 4.234 0.969 -3.549
C 3.620 0.456 -2.384
C 4.433 0.502 -1.116
C 2.318 -0.064 -2.418
C 1.715 -0.609 -1.239
O 0.485 -0.946 -1.192
C 1.641 -0.047 -3.664
C 0.278 -0.657 -3.849
C 2.242 0.465 -4.821
H 5.224 1.834 -5.790
H 3.651 2.315 -6.452
H 4.265 0.750 -6.810
H 5.261 1.357 -3.475
H 5.445 0.802 -1.382
H 4.460 -0.489 -0.659
H 4.026 1.234 -0.400
H 2.340 -0.831 -0.351
H 0.248 -1.724 -3.648
H 0.011 -0.521 -4.889
H -0.484 -0.182 -3.221
H 1.670 0.467 -5.753
C 0.527 1.660 4.427
C 0.675 2.779 3.377
C -0.424 2.897 2.300
C 0.042 3.949 1.287
C 0.371 5.349 1.819
C -1.784 3.264 2.897
O -1.982 4.296 3.548
N -2.855 2.399 2.723
C -2.696 1.124 2.285
O -3.714 0.364 2.306
N -1.517 0.715 1.868
C -0.499 1.539 1.629
O 0.408 1.036 0.873
H 1.177 1.899 5.258
H 0.825 0.695 4.039
H -0.496 1.590 4.782
H 1.641 2.640 2.893
H 0.729 3.737 3.902
H -0.708 4.038 0.495
H 0.924 3.530 0.773
H -0.324 5.598 2.621
H 0.270 6.082 1.031
H 1.392 5.428 2.172
H -3.743 2.650 3.147
F -0.183 -3.576 0.250
As 0.631 -4.820 -0.861
F 0.003 -3.799 -2.175
F -0.881 -5.678 -0.863
F 1.217 -5.642 0.564
F 1.333 -5.943 -1.975
F 2.066 -3.789 -0.851
*
```

Computed properties:
E_LUMO (spin up / spin down): -1.68 / -3.51 eV
Largest force on an atom: 5.27 eV Å⁻¹
Relative energy (zero: lowest compared OMol25 entry of this formula, charge and spin): 0.000 eV

A molecular structure, C28H32AsN4S3V at a distorted geometry. Source: the Open Molecules 2025 dataset; level of theory: ωB97M-V/def2-TZVPD.

```
! wB97M-V def2-TZVPD RIJCOSX def2/J DEFGRID3
* xyz -1 2
V -0.043 -0.716 0.356
S -0.010 -0.106 2.577
C 0.424 1.570 2.666
S 0.972 2.424 1.301
C 0.298 2.230 3.890
C 0.612 3.582 4.044
N 0.852 4.697 4.222
C -0.190 1.612 5.041
N -0.600 1.155 6.019
C -3.011 -0.881 0.943
N -1.888 -1.616 0.385
C -2.060 -1.774 -1.050
C -1.767 -2.928 1.009
C -0.410 -3.508 0.716
C -0.215 -4.875 0.640
C 1.064 -5.383 0.482
C 2.135 -4.505 0.441
C 1.918 -3.138 0.500
C 0.640 -2.583 0.596
H -3.966 -1.403 0.761
H -3.051 0.109 0.483
H -2.857 -0.767 2.017
H -2.969 -2.359 -1.279
H -1.194 -2.306 -1.462
H -2.150 -0.792 -1.524
H -2.581 -3.602 0.682
H -1.846 -2.790 2.096
H -1.066 -5.546 0.699
H 1.220 -6.450 0.413
H 3.142 -4.892 0.348
H 2.785 -2.479 0.484
C 2.602 1.744 -1.421
As 2.122 0.109 -0.434
C 3.528 0.170 0.921
C 2.942 -1.076 -1.822
H 3.661 1.695 -1.696
H 2.424 2.626 -0.810
H 2.004 1.832 -2.331
H 4.524 0.061 0.485
H 3.342 -0.609 1.662
H 3.442 1.138 1.421
H 4.002 -1.258 -1.638
H 2.845 -0.588 -2.796
H 2.424 -2.035 -1.866
N -1.413 1.295 -0.471
S -1.426 2.860 -0.554
C -3.103 2.989 -1.249
C -4.230 2.646 -0.516
C -5.467 2.604 -1.131
C -5.590 2.913 -2.477
C -4.466 3.268 -3.208
C -3.226 3.299 -2.595
C -1.824 3.717 1.010
C -1.614 5.084 0.947
C -1.821 5.864 2.068
C -2.242 5.273 3.248
C -2.446 3.904 3.303
C -2.234 3.115 2.184
H -0.418 1.030 -0.476
H -4.141 2.415 0.534
H -6.343 2.324 -0.562
H -6.558 2.877 -2.958
H -4.553 3.510 -4.259
H -2.340 3.561 -3.155
H -1.260 5.513 0.020
H -1.640 6.928 2.027
H -2.387 5.877 4.134
H -2.742 3.443 4.235
H -2.338 2.039 2.234
*
```

Computed properties:
E_LUMO (spin up / spin down): 2.26 / 2.27 eV
Largest force on an atom: 1.82 eV Å⁻¹
Relative energy (zero: lowest compared OMol25 entry of this formula, charge and spin): 3.961 eV

2 unconnected molecules or ions with the total composition C28H32BF3NO6S3 at a distorted geometry. Source: the Open Molecules 2025 dataset; level of theory: ωB97M-V/def2-TZVPD.

```
! wB97M-V def2-TZVPD RIJCOSX def2/J DEFGRID3
* xyz -1 1
C 5.795 1.629 1.555
C 4.438 2.314 1.695
C 4.509 3.269 2.876
O 4.208 3.031 0.505
B 3.098 2.387 -0.182
C 1.880 3.503 -0.121
C 0.571 3.116 -0.370
C -0.471 4.051 -0.310
C -0.192 5.378 0.035
C 1.125 5.763 0.308
C 2.168 4.829 0.197
C 3.468 1.999 -1.757
C 2.396 1.540 -2.674
C 1.342 0.727 -2.429
O 2.764 1.149 0.469
C 3.211 1.269 1.806
C 3.608 -0.102 2.320
C 2.038 1.787 2.630
H 6.046 1.086 2.475
H 5.802 0.944 0.696
H 6.561 2.397 1.386
H 4.644 2.687 3.799
H 5.375 3.931 2.760
H 3.604 3.882 2.962
H 0.368 2.087 -0.665
H -1.486 3.725 -0.547
H -0.998 6.110 0.087
H 1.366 6.788 0.597
H 3.194 5.153 0.381
H 3.920 2.920 -2.158
H 4.277 1.256 -1.656
H 2.536 1.899 -3.700
H 0.619 0.512 -3.220
H 1.240 0.213 -1.474
H 3.879 -0.026 3.381
H 2.761 -0.789 2.216
H 4.454 -0.502 1.749
H 2.278 1.747 3.701
H 1.768 2.814 2.354
H 1.166 1.145 2.442
F -0.735 -3.013 -3.506
C -1.850 -3.002 -2.726
F -2.903 -3.420 -3.466
F -1.672 -3.880 -1.705
S -2.069 -1.269 -2.143
N -3.419 -1.564 -1.109
S -5.133 -1.515 -1.709
C -5.721 -3.205 -1.527
C -6.324 -3.770 -2.653
C -6.886 -5.046 -2.557
C -6.865 -5.743 -1.342
C -6.299 -5.146 -0.211
C -5.749 -3.864 -0.297
O -5.823 -0.682 -0.762
O -5.067 -1.180 -3.102
S -3.153 -1.084 0.527
C -1.492 -1.684 0.735
C -1.252 -2.986 1.173
C 0.061 -3.455 1.187
C 1.120 -2.610 0.825
C 0.860 -1.274 0.481
C -0.441 -0.787 0.496
O -3.162 0.350 0.617
O -4.029 -1.893 1.333
H -6.350 -3.205 -3.582
H -7.359 -5.481 -3.437
H -7.300 -6.743 -1.275
H -6.306 -5.669 0.748
H -5.350 -3.383 0.589
H -2.089 -3.612 1.483
H 0.265 -4.491 1.468
H 2.152 -2.972 0.812
H 1.678 -0.607 0.201
H -0.667 0.266 0.315
*
```

Computed properties:
E_LUMO: 1.72 eV
Largest force on an atom: 2.67 eV Å⁻¹

Copy entry 3 word for word.
2 unconnected molecules or ions with the total composition C28H32BF3NO6S3 at a distorted geometry. Source: the Open Molecules 2025 dataset; level of theory: ωB97M-V/def2-TZVPD.

```
! wB97M-V def2-TZVPD RIJCOSX def2/J DEFGRID3
* xyz -1 1
C 5.795 1.629 1.555
C 4.438 2.314 1.695
C 4.509 3.269 2.876
O 4.208 3.031 0.505
B 3.098 2.387 -0.182
C 1.880 3.503 -0.121
C 0.571 3.116 -0.370
C -0.471 4.051 -0.310
C -0.192 5.378 0.035
C 1.125 5.763 0.308
C 2.168 4.829 0.197
C 3.468 1.999 -1.757
C 2.396 1.540 -2.674
C 1.342 0.727 -2.429
O 2.764 1.149 0.469
C 3.211 1.269 1.806
C 3.608 -0.102 2.320
C 2.038 1.787 2.630
H 6.046 1.086 2.475
H 5.802 0.944 0.696
H 6.561 2.397 1.386
H 4.644 2.687 3.799
H 5.375 3.931 2.760
H 3.604 3.882 2.962
H 0.368 2.087 -0.665
H -1.486 3.725 -0.547
H -0.998 6.110 0.087
H 1.366 6.788 0.597
H 3.194 5.153 0.381
H 3.920 2.920 -2.158
H 4.277 1.256 -1.656
H 2.536 1.899 -3.700
H 0.619 0.512 -3.220
H 1.240 0.213 -1.474
H 3.879 -0.026 3.381
H 2.761 -0.789 2.216
H 4.454 -0.502 1.749
H 2.278 1.747 3.701
H 1.768 2.814 2.354
H 1.166 1.145 2.442
F -0.735 -3.013 -3.506
C -1.850 -3.002 -2.726
F -2.903 -3.420 -3.466
F -1.672 -3.880 -1.705
S -2.069 -1.269 -2.143
N -3.419 -1.564 -1.109
S -5.133 -1.515 -1.709
C -5.721 -3.205 -1.527
C -6.324 -3.770 -2.653
C -6.886 -5.046 -2.557
C -6.865 -5.743 -1.342
C -6.299 -5.146 -0.211
C -5.749 -3.864 -0.297
O -5.823 -0.682 -0.762
O -5.067 -1.180 -3.102
S -3.153 -1.084 0.527
C -1.492 -1.684 0.735
C -1.252 -2.986 1.173
C 0.061 -3.455 1.187
C 1.120 -2.610 0.825
C 0.860 -1.274 0.481
C -0.441 -0.787 0.496
O -3.162 0.350 0.617
O -4.029 -1.893 1.333
H -6.350 -3.205 -3.582
H -7.359 -5.481 -3.437
H -7.300 -6.743 -1.275
H -6.306 -5.669 0.748
H -5.350 -3.383 0.589
H -2.089 -3.612 1.483
H 0.265 -4.491 1.468
H 2.152 -2.972 0.812
H 1.678 -0.607 0.201
H -0.667 0.266 0.315
*
```

Computed properties:
E_LUMO: 1.72 eV
Largest force on an atom: 2.67 eV Å⁻¹

Q: What is the largest force on an atom in the third record?
A: 2.67 eV Å⁻¹

Q: Which of these has the lowest largest force on an atom?
A: C28H32AsN4S3V